Entry A
# C44H55F33O22

A 11-piece molecular cluster, C44H55F33O22 overall (wB97M-V/def2-TZVPD, the Open Molecules 2025 dataset).

Last column: Mulliken charge in e.
CARTESIAN COORDINATES (ANGSTROEM)
F (2.848, -10.838, -24.662)  -0.226
F (17.744, -11.213, -18.269)  -0.232
F (6.897, -15.472, -27.059)  -0.242
F (1.799, -9.097, -23.791)  -0.233
F (6.948, -2.770, -28.120)  -0.261
F (3.947, -9.209, -23.583)  -0.229
F (15.026, -18.466, -23.610)  -0.243
F (7.280, -20.130, -22.098)  -0.240
F (8.411, -14.846, -25.704)  -0.237
F (5.999, -19.191, -20.654)  -0.229
F (6.117, -7.019, -34.928)  -0.221
F (8.822, -1.696, -28.347)  -0.243
F (7.624, -20.462, -20.009)  -0.249
F (12.245, -12.163, -16.505)  -0.218
F (5.958, -5.105, -33.987)  -0.257
F (14.599, -16.544, -24.636)  -0.226
F (16.927, -9.335, -17.345)  -0.233
F (7.824, -2.709, -29.993)  -0.227
F (12.613, -10.781, -22.418)  -0.216
F (12.004, -5.254, -22.288)  -0.218
F (17.315, -9.490, -19.541)  -0.231
F (11.386, -10.129, -16.228)  -0.224
F (13.424, -17.188, -22.983)  -0.227
F (11.546, -12.320, -23.670)  -0.218
F (13.441, -4.947, -20.570)  -0.249
F (7.000, -13.449, -26.256)  -0.232
F (4.155, -6.205, -34.445)  -0.241
F (10.540, -11.429, -17.754)  -0.252
F (12.974, 1.267, -28.145)  -0.247
F (12.236, 1.909, -30.066)  -0.246
F (10.943, 0.885, -28.718)  -0.219
F (13.214, -6.900, -21.432)  -0.217
F (13.093, -11.139, -24.510)  -0.243
O (19.359, -8.737, -16.832)  -0.288
O (11.246, -9.211, -25.084)  -0.249
O (20.076, -9.521, -18.850)  -0.524
O (7.714, -17.179, -20.648)  -0.216
O (3.996, -9.202, -26.625)  -0.557
O (8.212, -14.276, -29.107)  -0.556
O (13.449, -19.751, -25.072)  -0.308
O (4.688, -6.683, -31.728)  -0.566
O (9.691, -13.410, -27.601)  -0.246
O (13.610, -1.103, -29.099)  -0.269
O (14.888, -6.372, -23.349)  -0.179
O (11.994, -0.957, -30.775)  -0.577
O (2.875, -7.507, -25.755)  -0.238
O (12.253, -17.893, -25.612)  -0.532
O (10.459, -12.358, -14.307)  -0.521
O (6.147, -8.101, -32.587)  -0.382
O (6.218, -0.144, -28.334)  -0.540
O (9.541, -18.441, -21.014)  -0.582
O (9.881, -10.008, -23.447)  -0.497
O (8.790, -11.940, -15.816)  -0.259
O (7.197, -0.195, -30.425)  -0.183
O (14.606, -4.101, -23.138)  -0.532
C (10.905, -10.064, -24.082)  0.390
C (3.257, -8.763, -25.766)  0.406
C (8.612, -14.109, -27.937)  0.363
C (5.428, -6.355, -34.042)  0.813
C (2.934, -9.494, -24.429)  0.851
C (16.766, -7.593, -24.140)  -1.091
C (7.268, -19.529, -20.915)  0.797
C (2.680, -5.229, -26.626)  -1.270
C (6.872, -0.688, -29.228)  0.288
C (7.251, 1.562, -32.061)  -1.224
C (4.878, -9.897, -31.510)  -1.141
C (6.122, -9.014, -31.488)  -0.098
C (9.299, -8.473, -26.403)  -1.178
C (11.648, -13.674, -29.028)  -1.151
C (7.703, -14.467, -26.755)  0.846
C (13.463, -3.340, -28.335)  -1.009
C (19.168, -9.297, -18.064)  0.379
C (6.513, -12.581, -15.295)  -1.199
C (8.445, -15.991, -20.590)  -0.174
C (11.276, -20.947, -25.224)  -1.084
C (7.789, -12.014, -14.768)  -0.140
C (12.627, -0.413, -29.809)  0.498
C (7.496, -14.766, -20.525)  -1.203
C (13.173, -18.434, -25.024)  0.436
C (20.989, -6.927, -16.802)  -1.076
C (6.670, 1.118, -30.730)  -0.154
C (8.305, -18.347, -20.861)  0.473
C (7.640, -1.987, -28.946)  0.928
C (14.340, -5.238, -22.740)  0.352
C (10.449, -8.101, -25.478)  -0.123
C (12.642, -20.715, -25.831)  -0.215
C (10.119, -12.015, -15.431)  0.390
C (12.206, 0.924, -29.179)  0.789
C (5.441, -6.975, -32.637)  0.532
C (10.521, -12.754, -28.588)  -0.071
C (13.979, -2.414, -29.505)  -0.277
C (12.079, -11.059, -23.653)  0.722
C (11.114, -11.424, -16.473)  0.846
C (20.656, -8.343, -16.369)  -0.234
C (2.998, -6.685, -26.896)  -0.114
C (17.718, -9.855, -18.307)  0.838
C (16.027, -6.228, -24.166)  -0.213
C (13.203, -5.577, -21.752)  0.824
C (14.094, -17.627, -24.052)  0.791
H (2.441, -6.889, -27.810)  0.291
H (16.222, -8.476, -24.476)  0.287
H (8.116, -12.671, -13.962)  0.301
H (20.132, -6.320, -16.510)  0.289
H (4.530, -10.013, -32.536)  0.328
H (15.066, -2.332, -29.474)  0.281
H (20.670, -8.443, -15.284)  0.331
H (6.006, -8.385, -30.605)  0.262
H (8.331, 1.697, -32.014)  0.277
H (12.374, -3.331, -28.385)  0.257
H (1.611, -5.099, -26.458)  0.332
H (7.062, 0.933, -32.932)  0.331
H (10.034, -7.452, -24.707)  0.336
H (5.727, -12.599, -14.539)  0.378
H (7.057, -9.576, -31.487)  0.328
H (8.135, -13.883, -20.518)  0.375
H (3.012, -4.709, -27.525)  0.377
H (4.040, -6.693, -27.217)  0.263
H (6.711, -13.572, -15.704)  0.305
H (6.865, 2.529, -32.382)  0.394
H (8.997, -15.920, -21.527)  0.317
H (15.629, -5.997, -25.154)  0.246
H (21.429, -9.052, -16.666)  0.313
H (3.205, -4.763, -25.793)  0.343
H (21.203, -6.939, -17.871)  0.286
H (7.683, -10.981, -14.438)  0.276
H (12.344, -13.859, -28.209)  0.288
H (11.305, -14.597, -29.496)  0.331
H (6.840, -14.705, -21.393)  0.323
H (5.584, 1.177, -30.801)  0.305
H (17.000, -7.915, -23.125)  0.278
H (6.947, 1.889, -30.011)  0.306
H (8.691, -9.276, -25.987)  0.331
H (12.490, -20.327, -26.838)  0.271
H (13.615, -2.735, -30.481)  0.335
H (10.760, -19.998, -25.082)  0.295
H (13.749, -3.089, -27.314)  0.328
H (6.088, -12.033, -16.136)  0.316
H (9.031, -16.054, -19.673)  0.283
H (5.064, -10.848, -31.009)  0.348
H (3.994, -9.508, -31.006)  0.296
H (11.522, -21.149, -24.181)  0.308
H (11.133, -7.425, -25.991)  0.305
H (17.675, -7.535, -24.740)  0.365
H (10.618, -21.696, -25.665)  0.367
H (8.698, -7.618, -26.713)  0.375
H (21.810, -6.458, -16.259)  0.382
H (13.904, -4.308, -28.571)  0.357
H (9.944, -12.506, -29.478)  0.289
H (9.707, -8.931, -27.304)  0.265
H (10.887, -11.839, -28.123)  0.222
H (16.658, -5.408, -23.824)  0.349
H (13.129, -21.658, -26.076)  0.367
H (12.223, -13.083, -29.741)  0.391
H (6.845, -14.683, -19.655)  0.328

SMILES	CCOC(=O)C(F)(F)F.CCOC(=O)C(F)(F)F.CCOC(=O)C(F)(F)F.CCOC(=O)C(F)(F)F.CCOC(=O)C(F)(F)F.CCOC(=O)C(F)(F)F.CCOC(=O)C(F)(F)F.CCOC(=O)C(F)(F)F.CCOC(=O)C(F)(F)F.CCOC(=O)C(F)(F)F.CCOC(=O)C(F)(F)F
molecular weight	1562.8	g mol⁻¹
total charge	0
spin multiplicity	1
LUMO level	0.040	eV


Entry B
# C44H55F33O22

A 11-piece molecular cluster, C44H55F33O22 overall (wB97M-V/def2-TZVPD, the Open Molecules 2025 dataset).

Last column: Mulliken charge in e.
CARTESIAN COORDINATES (ANGSTROEM)
F (-15.645, -29.031, 15.381)  -0.291
F (-4.684, -25.353, 12.779)  -0.263
F (-11.387, -25.788, 7.447)  0.545
F (-7.341, -33.314, 13.485)  -0.249
F (-4.711, -27.288, 13.719)  -0.279
F (-13.615, -35.498, 9.710)  -0.246
F (-6.528, -26.109, 13.581)  -0.196
F (-8.573, -34.101, 15.095)  -0.253
F (-9.348, -25.167, 11.584)  -0.154
F (-12.798, -27.441, 7.176)  -0.184
F (-12.318, -26.139, 5.037)  -0.206
F (-11.352, -28.050, 17.312)  -0.256
F (-6.941, -25.585, 9.462)  -0.246
F (-15.075, -34.957, 8.200)  -0.268
F (-15.004, -29.285, 13.296)  -0.102
F (-5.376, -25.412, 7.993)  -0.305
F (-13.255, -26.612, 3.152)  -0.280
F (-17.266, -26.275, 8.646)  -0.272
F (-15.391, -26.130, 9.692)  -0.200
F (-12.686, -24.561, 3.560)  -0.275
F (-5.969, -31.777, 7.855)  -0.254
F (-13.184, -28.003, 16.090)  -0.120
F (-15.412, -34.336, 10.246)  -0.174
F (-11.189, -26.310, 11.312)  -0.193
F (-7.035, -29.886, 7.403)  -0.092
F (-12.085, -26.199, 16.483)  -0.256
F (-17.078, -29.615, 13.912)  -0.273
F (-7.661, -32.099, 15.222)  -0.228
F (-6.787, -31.388, 5.892)  -0.289
F (-6.746, -27.126, 7.966)  -0.163
F (-10.833, -27.568, 6.316)  -0.285
F (-17.197, -26.604, 10.802)  -0.246
F (-11.088, -24.722, 12.785)  -0.289
O (-15.060, -24.273, 4.445)  -0.349
O (-7.810, -25.575, 6.114)  -0.344
O (-15.114, -26.336, 5.325)  -0.499
O (-11.082, -24.571, 9.286)  -0.040
O (-16.660, -29.100, 10.278)  -0.040
O (-11.822, -28.305, 9.411)  0.817
O (-8.179, -24.056, 7.749)  -0.552
O (-8.348, -32.581, 8.673)  -0.339
O (-5.089, -26.875, 10.641)  -0.552
O (-10.573, -33.087, 13.823)  -0.452
O (-11.667, -27.666, 13.878)  -0.499
O (-15.400, -31.947, 13.497)  -0.309
O (-11.239, -22.921, 10.784)  -0.567
O (-9.365, -31.330, 13.121)  -0.033
O (-9.912, -28.083, 15.178)  -0.431
O (-9.744, -27.690, 8.849)  -0.253
O (-9.324, -31.525, 6.959)  -0.523
O (-15.772, -28.583, 8.296)  -0.460
O (-6.845, -27.850, 11.653)  0.116
O (-12.663, -32.968, 9.655)  -0.094
O (-14.304, -32.446, 8.214)  -0.363
O (-15.520, -31.632, 15.741)  -0.313
C (-8.262, -32.997, 14.428)  0.695
C (-7.756, -28.820, 14.673)  -1.501
C (-14.463, -34.545, 9.325)  0.634
C (-12.440, -31.139, 7.172)  -0.287
C (-6.630, -25.822, 8.171)  0.922
C (-11.648, -32.689, 12.935)  1.169
C (-7.141, -28.646, 10.494)  0.979
C (-15.450, -31.248, 14.463)  0.123
C (-8.357, -31.827, 7.588)  0.496
C (-12.596, -33.850, 12.794)  -1.179
C (-16.371, -23.960, 4.955)  -0.391
C (-15.450, -33.021, 16.034)  -0.010
C (-15.782, -29.752, 14.260)  0.844
C (-14.549, -25.465, 4.741)  0.374
C (-13.177, -25.673, 4.113)  0.958
C (-16.683, -30.522, 9.982)  0.327
C (-9.213, -34.326, 10.080)  -1.345
C (-11.963, -27.497, 16.263)  0.781
C (-16.263, -28.271, 9.331)  0.052
C (-10.686, -25.099, 11.563)  1.120
C (-9.555, -33.202, 9.153)  0.789
C (-16.562, -26.783, 9.661)  0.988
C (-5.749, -27.125, 11.604)  0.494
C (-9.471, -32.347, 13.727)  0.134
C (-16.713, -33.765, 15.669)  -1.015
C (-8.974, -25.295, 5.356)  0.898
C (-16.377, -23.769, 6.454)  -0.656
C (-6.983, -31.205, 7.210)  0.702
C (-17.687, -31.106, 10.966)  -1.112
C (-9.091, -28.385, 14.065)  2.151
C (-13.674, -33.220, 9.067)  0.172
C (-11.188, -27.808, 14.963)  0.249
C (-11.574, -23.881, 8.156)  -0.349
C (-10.913, -27.770, 8.606)  -0.219
C (-5.407, -26.448, 12.938)  0.657
C (-13.104, -24.028, 8.096)  -0.965
C (-6.763, -30.088, 10.794)  -0.464
C (-8.624, -24.272, 4.261)  -1.479
C (-7.628, -25.016, 7.305)  0.349
C (-13.778, -31.156, 7.857)  0.725
C (-11.107, -24.082, 10.511)  -0.128
C (-12.508, -29.501, 11.335)  -0.997
C (-11.314, -28.926, 10.609)  0.678
C (-11.529, -27.110, 7.376)  -0.140
H (-8.691, -35.158, 9.602)  0.393
H (-16.580, -34.848, 15.613)  0.380
H (-14.539, -33.536, 15.724)  0.105
H (-18.593, -30.503, 10.901)  0.384
H (-9.414, -26.177, 4.894)  0.245
H (-5.701, -30.331, 10.822)  0.503
H (-16.625, -23.048, 4.411)  0.332
H (-10.084, -33.513, 8.250)  0.427
H (-11.688, -31.711, 7.714)  -0.342
H (-7.443, -28.080, 15.410)  0.411
H (-10.170, -32.458, 9.661)  -0.449
H (-9.526, -29.203, 13.484)  -0.732
H (-17.133, -24.635, 4.558)  0.337
H (-14.554, -30.766, 7.200)  0.374
H (-10.894, -28.138, 11.235)  -0.081
H (-6.949, -28.915, 13.952)  0.083
H (-13.563, -23.298, 8.762)  0.435
H (-13.451, -23.782, 7.091)  0.325
H (-8.356, -23.312, 4.708)  0.349
H (-7.339, -30.520, 11.612)  -0.083
H (-10.576, -29.706, 10.416)  0.053
H (-15.373, -33.009, 17.124)  0.328
H (-8.588, -33.982, 10.907)  0.263
H (-17.591, -33.571, 16.282)  0.312
H (-17.002, -30.708, 8.957)  0.432
H (-11.163, -24.448, 7.324)  -0.236
H (-17.375, -23.448, 6.754)  0.489
H (-15.681, -22.949, 6.637)  0.220
H (-13.362, -25.063, 8.313)  0.005
H (-17.898, -32.143, 10.711)  0.372
H (-7.098, -30.676, 9.928)  -0.343
H (-7.900, -29.765, 15.199)  0.360
H (-7.767, -24.604, 3.680)  0.354
H (-12.101, -30.110, 7.094)  -0.125
H (-8.206, -28.597, 10.293)  -1.062
H (-12.161, -29.898, 12.287)  -0.220
H (-13.090, -30.235, 10.775)  0.033
H (-15.657, -30.870, 10.108)  -0.301
H (-12.464, -31.634, 6.200)  0.554
H (-13.478, -33.502, 12.261)  -0.054
H (-11.315, -32.293, 11.978)  -0.247
H (-12.046, -34.643, 12.286)  0.313
H (-13.824, -30.557, 8.769)  -0.604
H (-9.480, -24.046, 3.624)  0.383
H (-12.143, -31.894, 13.499)  0.033
H (-11.266, -22.841, 8.071)  0.752
H (-16.071, -24.649, 7.013)  0.006
H (-9.777, -24.911, 5.984)  -0.457
H (-12.912, -34.193, 13.779)  0.342
H (-17.029, -33.576, 14.638)  0.221
H (-6.581, -28.354, 9.609)  0.450
H (-8.914, -27.569, 13.361)  -0.177
H (-13.243, -28.707, 11.494)  0.585
H (-17.333, -31.004, 11.987)  -0.012
H (-10.072, -34.816, 10.542)  0.279

SMILES	CCOC(=O)C(F)(F)F.CCOC(=O)C(F)(F)F.CCOC(=O)C(F)(F)F.CCOC(=O)C(F)(F)F.CCOC(=O)C(F)(F)F.CCOC(=O)C(F)(F)F.CCOC(=O)C(F)(F)F.CCOC(=O)C(F)(F)F.CCOC(=O)C(F)(F)F.CCOC(=O)C(F)(F)F.CCOC(=O)C(F)(F)F
molecular weight	1562.8	g mol⁻¹
total charge	0
spin multiplicity	1
LUMO level	0.180	eV


Relative energy of each structure, in eV: entry A 3.012; entry B 0.000.